1.
Entry from the Open Molecules 2025 dataset: a molecular structure, C36H44N3O2 (the ωB97M-V functional and the def2-TZVPD basis).

Output
- largest force on an atom (eV/Å) = 7.65
- charge = +1
- Kohn-Sham gap (eV) = 5.316
- highest occupied orbital energy (eV) = -9.59
- E_LUMO (eV) = -4.274

Each line ends with the Löwdin charge.
Cartesian coordinates (Å):
C -0.20594 -0.76063 -5.30916  -0.02
N -0.59644 -0.42531 -3.95743  -0.02
C -1.93520 -0.28075 -3.68234  -0.42
O -2.82911 -0.16333 -4.51368  0.10
C -2.09567 -0.30812 -2.18235  -0.16
C -2.75681 -1.61627 -1.72305  -0.07
C -2.11771 -2.83371 -2.35349  -0.23
C -2.51822 -3.24838 -3.62805  -0.04
C -1.92889 -4.35287 -4.23930  -0.06
C -0.93356 -5.06993 -3.56637  -0.08
C -0.55388 -4.68597 -2.27710  -0.08
C -1.15795 -3.58294 -1.66732  -0.05
N -0.71461 -0.15593 -1.71556  0.06
C -0.46879 -0.25198 -0.38948  0.00
C 0.78416 -0.59232 0.12278  -0.08
C 1.28157 -0.30904 1.37822  0.03
C 2.69183 -0.44104 1.62280  -0.17
C 3.37130 0.25542 2.65920  0.01
C 4.75162 0.27256 2.78351  -0.05
C 5.54898 -0.43362 1.87364  -0.05
C 4.92039 -1.16940 0.86054  -0.06
C 3.53462 -1.20513 0.75872  -0.03
C 0.28968 -0.19473 -2.81694  -0.15
C 1.21660 1.07339 -3.03308  -0.52
C 0.33504 2.30726 -3.23217  -0.03
C 2.11325 0.86535 -4.25474  -0.05
C 2.13875 1.27906 -1.84252  -0.05
H -0.91025 -1.50339 -5.71144  0.10
H -0.24049 0.13111 -5.95367  0.10
H 0.80215 -1.18415 -5.31195  0.09
H -2.67789 0.57161 -1.86625  0.16
H -2.72856 -1.68242 -0.62886  0.12
H -3.80602 -1.54325 -2.04672  0.14
H -3.29734 -2.68717 -4.14887  0.12
H -2.24675 -4.64344 -5.24232  0.11
H -0.46242 -5.92661 -4.04833  0.11
H 0.21382 -5.24433 -1.73864  0.11
H -0.88155 -3.29343 -0.65117  0.11
H -1.33228 -0.07885 0.25972  0.14
H 1.41612 -1.12655 -0.59368  0.09
H 0.54404 -0.08208 2.26440  0.03
H 2.78624 0.84697 3.35001  0.07
H 5.21622 0.85410 3.58290  0.12
H 6.63689 -0.40961 1.95650  0.11
H 5.52455 -1.71705 0.13539  0.11
H 3.08965 -1.81957 -0.02134  0.11
H 0.94833 -1.07857 -2.69496  0.17
H -0.28370 2.50327 -2.34842  0.08
H 0.97780 3.18402 -3.39328  0.10
H -0.31408 2.19857 -4.11011  0.09
H 2.60105 -0.11856 -4.22553  0.10
H 1.57003 0.97613 -5.19959  0.07
H 2.90795 1.62737 -4.25730  0.10
H 2.73820 0.38050 -1.64938  0.09
H 2.83402 2.10485 -2.05830  0.10
H 1.58754 1.53491 -0.93401  0.08
C 2.04296 0.66394 6.75245  -0.09
C 2.26800 1.75841 5.91110  -0.08
C 1.49641 1.91196 4.75415  -0.08
C 0.60239 0.90489 4.35207  -0.25
C 0.01600 0.92166 2.96870  -0.16
C -1.42506 0.74971 3.06738  -0.05
N -2.34737 1.48653 2.46448  -0.10
C -3.70560 1.40259 3.05757  -0.10
C -4.77030 1.84801 2.07397  -0.18
O -4.40592 3.06776 1.42438  -0.12
C -3.17920 2.96805 0.69780  -0.17
C -1.99676 2.61994 1.59959  -0.11
C 0.33094 -0.14570 5.23611  -0.04
C 1.03089 -0.25149 6.44276  -0.07
H 2.64761 0.53818 7.65148  0.11
H 3.04064 2.49439 6.13745  0.11
H 1.65326 2.76450 4.08703  0.12
H 0.29052 1.85258 2.45513  0.12
H -1.84162 0.02031 3.76788  0.13
H -3.87865 0.36496 3.35676  0.13
H -3.76101 2.05375 3.94695  0.14
H -4.96936 1.04192 1.34190  0.13
H -5.68804 2.09949 2.62123  0.14
H -3.26177 2.21720 -0.11894  0.11
H -3.04910 3.97133 0.26428  0.14
H -1.74823 3.51105 2.20691  0.15
H -1.13265 2.36638 0.97318  0.11
H -0.43352 -0.88355 4.98501  0.11
H 0.79623 -1.06478 7.13121  0.11

=====

2.
Entry from the Open Molecules 2025 dataset: C6H12N2O in the gas phase (the ωB97M-V functional and the def2-TZVPD basis).

Output
- largest force on an atom (eV/Å) = 1.74
- Kohn-Sham gap (eV) = 8.119
- highest occupied orbital energy (eV) = -7.23
- E_LUMO (eV) = 0.885

Each line ends with the Löwdin charge.
Cartesian coordinates (Å):
C 0.77347 2.15469 1.50059  -0.12
N -0.05181 0.98349 1.22888  0.00
C -0.39456 0.76028 -0.00129  -0.33
C -0.02763 1.63611 -1.17570  -0.03
C -1.16820 -0.51684 -0.29071  -0.09
C -0.18756 -1.66709 -0.42084  -0.35
N 0.04080 -2.15364 -1.69856  0.06
C 0.39893 -2.20975 0.65983  -0.16
O 0.28762 -1.75701 1.94925  -0.03
H 1.07133 2.14050 2.55366  0.07
H 1.69418 2.14963 0.90759  0.08
H 0.22080 3.08264 1.32599  0.08
H 1.04818 1.57743 -1.35770  0.09
H -0.55257 1.31060 -2.07773  0.08
H -0.31314 2.67179 -0.97322  0.08
H -1.77080 -0.39302 -1.19654  0.11
H -1.87221 -0.70391 0.52955  0.13
H -0.77272 -2.11810 -2.30730  0.08
H 0.48194 -3.07180 -1.70834  0.09
H 1.05733 -3.07000 0.62704  0.11
H 0.03663 -0.80601 1.92556  0.05

=====

3.
Entry from the Open Molecules 2025 dataset: 2 unconnected molecules or ions with the total composition C3H10N2O3 (the ωB97M-V functional and the def2-TZVPD basis).

Output
- largest force on an atom (eV/Å) = 4.04
- Kohn-Sham gap (eV) = 9.918
- highest occupied orbital energy (eV) = -9.53
- E_LUMO (eV) = 0.393

Each line ends with the Löwdin charge.
Cartesian coordinates (Å):
N 1.16469 2.98648 -0.13139  -0.05
C 0.09750 2.18044 0.47504  -0.27
C 0.27687 0.59935 0.23675  -0.16
N -0.86253 -0.11309 0.83222  0.08
C -0.75473 -1.50344 0.98158  -0.60
O -1.67598 -2.27862 1.29766  0.04
O 0.42425 -1.93422 0.63491  0.14
H 1.92355 3.16580 0.62548  0.10
H 1.69640 2.42891 -0.79252  0.05
H 0.04632 2.46257 1.57838  0.12
H -0.81114 2.60808 0.03330  0.09
H 1.17887 0.25550 0.70957  0.11
H 0.46436 0.54291 -0.80706  0.08
H -1.70138 0.28053 1.21312  0.14
H 0.33592 -2.85510 0.50367  0.11
O 0.78876 -0.19835 -3.35458  -0.03
H 0.82828 -1.14839 -3.14318  0.05
H -0.09032 -0.22319 -3.61062  -0.01

=====

4.
Entry from the Open Molecules 2025 dataset: 17 unconnected molecules or ions with the total composition H33O17 (the ωB97M-V functional and the def2-TZVPD basis).

Output
- largest force on an atom (eV/Å) = 17.38
- charge = -1
- Kohn-Sham gap (eV) = 8.203
- highest occupied orbital energy (eV) = -6.14
- E_LUMO (eV) = 2.059

Each line ends with the Löwdin charge.
Cartesian coordinates (Å):
O -0.29018 -1.92590 5.04498  -0.05
H 0.23132 -2.42190 4.40450  0.04
H -0.95259 -2.61222 5.20034  0.03
O 1.39039 1.25617 0.99334  -0.14
H 0.98903 1.41359 0.09675  0.02
H 1.14671 0.31301 1.38966  0.09
O -2.29876 -0.02807 -2.83762  -0.05
H -1.58709 0.61624 -3.07814  0.08
H -1.68665 -0.67282 -2.65833  -0.08
O -1.57147 -2.52542 -2.55082  -0.08
H -2.49791 -2.15831 -2.39257  0.09
H -1.25124 -2.11008 -3.36692  0.06
O 1.20112 0.94930 -1.62179  -0.19
H 1.36174 1.74718 -2.00678  -0.05
O 1.45551 -2.67354 0.83483  -0.06
H -0.63445 -0.19459 0.88627  -0.03
H 1.27611 -2.50309 -0.12762  0.06
O 3.95537 -0.43235 1.09634  -0.09
H 0.42319 4.25205 1.92420  0.05
H 3.01629 -0.42463 0.97781  -0.04
O -3.65854 4.88414 -2.29976  -0.15
H -2.78260 4.95484 -2.83426  0.08
H 1.27909 0.04341 -2.38682  0.04
O 0.09066 3.71311 1.19175  0.03
H 4.37971 -1.07919 0.49730  0.01
H 0.52900 3.12705 0.87728  -0.18
O -4.80339 -0.77020 0.99061  -0.08
H -4.63358 0.08150 0.59895  0.02
H -4.58465 -0.44769 1.91744  0.05
O 4.31366 -1.58880 -1.38752  -0.12
H 3.48123 -1.07214 -1.60219  0.05
H 1.07148 2.41362 2.74895  0.01
O 1.25817 -0.50337 -3.62040  -0.21
H 1.22945 -0.00773 -4.26306  -0.19
H 2.81368 -0.82378 -4.08805  -0.01
O 1.68775 3.11984 2.89512  -0.08
H 2.24031 2.59459 3.49540  0.06
H 0.69640 -2.21815 1.20949  0.00
O -1.36384 -2.03602 0.00466  -0.07
H -2.25018 -1.89603 -0.14732  -0.02
H -0.95668 -2.35277 -0.89432  0.08
O -0.86252 -0.03527 1.76989  -0.07
H -1.85172 0.09235 1.83910  0.06
H -3.65011 4.65019 -1.31326  0.07
O 3.82851 -0.70063 -4.15716  -0.16
H 4.76889 -1.16933 -2.19053  0.06
H 3.86821 -1.51976 -4.74520  0.06
O -3.33037 -0.41746 4.19958  -0.06
H -3.66229 0.21636 4.92327  0.09
H -2.82215 -1.11729 4.56266  -0.01

=====

5.
Entry from the Open Molecules 2025 dataset: a gas-phase ion, C8H13N2 (charge +1) (the ωB97M-V functional and the def2-TZVPD basis).

Output
- largest force on an atom (eV/Å) = 0.92
- charge = +1
- Kohn-Sham gap (eV) = 8.641
- highest occupied orbital energy (eV) = -12.62
- E_LUMO (eV) = -3.980

Each line ends with the Löwdin charge.
Cartesian coordinates (Å):
C 2.53521 -0.71785 0.21106  -0.07
C 1.19494 -1.35423 0.11540  -0.06
C -0.03082 -0.80719 0.04135  -0.18
C -1.19550 -1.66478 -0.05374  -0.01
C -2.44807 -1.17243 -0.02013  -0.03
C -2.62840 0.23233 0.23714  -0.10
N -1.67514 1.07363 0.29295  0.09
C -0.33572 0.67674 -0.03097  -0.47
C 0.01510 1.25327 -1.40424  0.02
N 0.46880 1.46574 1.02097  0.26
H 3.24056 -1.29983 -0.37947  0.10
H 2.89461 -0.75672 1.24132  0.10
H 2.57482 0.30946 -0.14372  0.06
H 1.23129 -2.43592 0.11622  0.12
H -1.01430 -2.72581 -0.12950  0.13
H -3.31309 -1.80781 -0.09893  0.11
H -3.61660 0.61494 0.45208  0.13
H -0.18707 2.32111 -1.42854  0.10
H -0.61560 0.77880 -2.15188  0.11
H 1.04995 1.05769 -1.66827  0.09
H 0.48702 0.95704 1.91153  0.18
H -0.06057 2.34039 1.15389  0.17
H 1.42860 1.66144 0.71548  0.15

=====

6.
Entry from the Open Molecules 2025 dataset: C5H12N2O2 in the gas phase (the ωB97M-V functional and the def2-TZVPD basis).

Output
- largest force on an atom (eV/Å) = 0.82
- Kohn-Sham gap (eV) = 10.304
- highest occupied orbital energy (eV) = -9.37
- E_LUMO (eV) = 0.933

Each line ends with the Löwdin charge.
Cartesian coordinates (Å):
C -1.47674 -0.96696 1.36912  -0.06
C -0.88759 0.40692 1.04226  -0.45
N 0.50316 0.44854 1.48401  0.04
C -0.94960 0.71974 -0.45688  -0.11
C 0.00642 -0.13928 -1.29363  -0.32
O -0.20911 0.06338 -2.67317  -0.01
C 1.46572 0.21031 -0.97160  -0.53
N 2.27163 -0.85041 -0.73481  0.18
O 1.88235 1.34924 -1.03294  0.05
H -1.22291 -1.25195 2.38800  0.07
H -2.56398 -0.95966 1.27373  0.08
H -1.08154 -1.72747 0.69877  0.06
H -1.50778 1.16961 1.56070  0.13
H 0.53307 0.42758 2.49638  0.08
H 0.92684 1.31913 1.18448  0.08
H -1.96178 0.57949 -0.82341  0.12
H -0.65999 1.76568 -0.60646  0.12
H -0.17984 -1.20263 -1.12694  0.13
H 0.01205 0.98364 -2.88287  0.10
H 3.22751 -0.64683 -0.48029  0.12
H 1.87213 -1.69817 -0.41446  0.09

=====

7.
Entry from the Open Molecules 2025 dataset: C14H12ClN5O3S in the gas phase (the ωB97M-V functional and the def2-TZVPD basis).

Output
- largest force on an atom (eV/Å) = 3.56
- Kohn-Sham gap (eV) = 5.883
- highest occupied orbital energy (eV) = -8.34
- E_LUMO (eV) = -2.455

Each line ends with the Löwdin charge.
Cartesian coordinates (Å):
C 2.33179 -3.28745 -5.53710  -0.12
C 2.36898 -2.24825 -4.39688  -0.29
S 0.89189 -1.18868 -4.42485  0.68
O -0.36891 -1.96827 -4.44576  -0.32
O 1.02008 -0.27566 -5.54983  -0.32
N 0.98604 -0.22313 -2.98064  0.03
C 0.41299 -0.71037 -1.94004  -0.23
C 0.27499 0.35157 -0.92783  0.05
C -0.37933 0.10321 0.28671  -0.06
C -0.28244 1.13651 1.39950  -0.15
C 0.58339 2.18861 1.42346  -0.07
N 0.57152 2.88350 2.62635  0.13
C -0.39419 2.31851 3.29995  -0.25
C -0.89255 2.62334 4.64064  -0.22
N -0.22957 3.50157 5.47401  0.11
C -2.11150 2.04980 5.02589  -0.04
C -2.84822 1.15823 4.14401  -0.65
Cl -4.41579 0.50213 4.50438  0.68
C -2.26829 0.78342 2.95102  -0.07
N -0.99197 1.30188 2.56468  0.05
C -0.98671 -1.23944 0.49712  -0.03
N -0.83186 -2.26027 -0.32411  0.15
C -0.04188 -2.08669 -1.50930  -0.35
O 0.31247 -3.14745 -1.99778  0.12
H 1.43809 -3.95060 -5.37711  0.09
H 3.22464 -3.91813 -5.47463  0.08
H 2.26545 -2.77580 -6.50056  0.08
H 2.40834 -2.78366 -3.46085  0.08
H 3.25245 -1.58228 -4.52932  0.11
H 0.64080 1.32837 -1.18315  0.11
H 1.30462 2.40812 0.65407  0.11
H -0.74594 3.87166 6.27716  0.11
H 0.50897 4.07278 5.05472  0.11
H -2.49016 2.27550 5.98886  0.09
H -2.89240 0.15092 2.37217  0.09
H -1.62579 -1.36347 1.37506  0.11

=====

8.
Entry from the Open Molecules 2025 dataset: C5H9NS in the gas phase (the ωB97M-V functional and the def2-TZVPD basis).

Output
- largest force on an atom (eV/Å) = 5.59
- Kohn-Sham gap (eV) = 6.391
- highest occupied orbital energy (eV) = -8.15
- E_LUMO (eV) = -1.760

Each line ends with the Löwdin charge.
Cartesian coordinates (Å):
C 0.24655 0.69212 0.82515  -0.17
C 1.20983 -0.01382 0.23483  -0.69
C -1.05493 0.04597 1.22361  -0.32
C 2.50903 0.47377 -0.45978  -0.10
C -2.03551 -0.69059 -0.86566  -0.22
N -1.57620 -0.96642 0.39196  -0.06
S 0.89799 -1.73060 -0.03460  0.75
H 0.46410 1.70297 0.96183  0.08
H -1.11572 -0.23067 2.34523  0.14
H -1.76344 0.91904 1.11265  0.13
H 2.89729 -0.29558 -1.07619  0.03
H 3.32956 0.77899 0.26190  0.10
H 2.36022 1.26773 -1.08048  0.03
H -3.05737 -0.50448 -0.80198  0.07
H -1.65871 0.15230 -1.57204  0.11
H -1.65268 -1.60074 -1.46643  0.10

=====

no.,calculated total energy (eV)
1,-46601.799
2,-11443.330
3,-12395.658
4,-35340.260
5,-11479.831
6,-12455.420
7,-51660.365
8,-17651.636